1.
The ion C3H6N3 with charge +1 in a non-equilibrium geometry. Source: the Open Molecules 2025 dataset; level of theory: ωB97M-V with the def2-TZVPD basis set.

```
12
Properties=species:S:1:pos:R:3:forces:R:3:nbo_charge:R:1
H -0.25307 -0.49976 -2.55955 0.4 0.1 1.7 0.403
N -0.19608 -0.29816 -1.51683 -0.4 0.7 -1.1 -0.543
C -1.09987 -0.85464 -0.81638 0.3 -1.7 -1.1 0.087
C -0.99598 -0.73883 0.63313 0.0 0.4 0.4 -0.195
C 0.12911 -0.13404 1.11804 -4.8 -2.4 2.0 -0.092
N 1.05406 0.19873 0.26440 2.7 0.3 -1.9 0.075
N 1.40718 1.37936 0.22436 1.9 1.1 0.2 -0.351
H -1.74851 -1.60832 -1.35174 0.0 1.0 1.2 0.231
H -1.81070 -1.06653 1.27049 0.3 0.0 0.0 0.261
H 0.28700 -0.02101 2.21470 0.1 0.3 -1.0 0.291
H 0.84296 2.15146 0.61213 0.4 -0.3 -0.1 0.405
H 2.38389 1.49173 -0.09276 -0.9 0.7 -0.3 0.429
```
Forces are in eV/Å.

Properties
E_HOMO: -0.531 Ha
SMILES string: [H]/N=C/C=C\N=[NH2+]
Max |F|: 5.793 eV/A
Energy relative to the best compared isomer or geometry (same formula, charge and spin): 73.3 kcal/mol
Total charge: +1



2.
The molecule C4H7NOS in a non-equilibrium geometry. Source: the Open Molecules 2025 dataset; level of theory: ωB97M-V with the def2-TZVPD basis set.

```
14
Properties=species:S:1:pos:R:3:forces:R:3:nbo_charge:R:1
O 0.82407 -0.09476 2.28356 0.0 0.1 -0.4 -0.498
C 0.79125 0.23285 1.13439 0.0 -0.1 0.4 0.607
C 1.78755 0.30031 -0.01770 -0.5 -0.6 0.1 -0.345
N 0.74362 0.93276 -0.83654 -0.6 0.0 -0.5 -0.614
C -0.30867 0.76440 0.20121 -0.1 -0.1 0.1 -0.174
C -1.45972 -0.20101 -0.06928 -0.1 0.4 -0.5 -0.521
S -0.84014 -1.75032 -0.80128 0.6 0.4 -0.1 -0.059
H 2.11235 -0.68892 -0.31934 0.0 -0.4 -0.2 0.214
H 2.64901 0.89746 0.13879 0.9 0.7 0.2 0.213
H 0.52938 0.46611 -1.71851 0.2 0.1 0.4 0.371
H -0.72526 1.72085 0.54059 0.0 -0.1 -0.1 0.218
H -1.96133 -0.41999 0.86531 0.0 0.0 0.2 0.236
H -2.18823 0.27183 -0.74886 0.3 -0.2 0.2 0.220
H -1.95388 -2.43157 -0.65236 -0.6 -0.4 0.1 0.132
```
Forces are in eV/Å.

Properties
E_HOMO: -0.345 Ha
SMILES string: O=C1CN[C@H]1CS
Max |F|: 1.147 eV/A
Energy relative to the best compared isomer or geometry (same formula, charge and spin): 33.8 kcal/mol
Total charge: 0



3.
A structure of composition C36H40BClN6O4S3Ti in a non-equilibrium geometry. Source: the Open Molecules 2025 dataset; level of theory: ωB97M-V with the def2-TZVPD basis set.

```
92
Properties=species:S:1:pos:R:3:forces:R:3:nbo_charge:R:1
Ti -0.33217 0.76538 -1.01427 1.5 -1.4 0.8 1.797
C -1.62136 4.78676 2.06615 -0.2 -0.1 0.2 -0.664
C -0.77503 4.00738 1.13796 0.3 -0.2 -0.4 0.311
C 0.20195 4.52941 0.29269 0.1 -0.7 -0.3 -0.296
C 0.76657 3.44321 -0.35302 0.1 0.9 0.2 0.219
N 0.16463 2.30307 0.08061 0.3 0.4 0.3 -0.481
N -0.78566 2.67724 0.97812 -0.6 0.6 0.5 -0.303
B -1.63110 1.65789 1.77927 0.5 -0.5 0.1 0.524
N -0.73033 0.79100 2.64718 0.0 -0.1 0.6 -0.361
N -0.30782 -0.42916 2.23244 -0.4 -0.5 0.4 -0.340
C 0.20314 -1.04113 3.30387 -0.4 0.7 0.0 0.146
C 0.12169 -0.20567 4.42192 -0.1 0.3 -0.2 -0.325
C -0.48584 0.94692 3.97274 0.2 -0.3 0.1 0.213
C -0.83470 2.15585 4.75661 0.0 0.1 -0.1 -0.653
C 0.68402 -2.42635 3.35638 0.0 -0.2 0.0 -0.103
C 2.04407 -2.70985 3.41448 -0.1 0.1 0.0 -0.176
C 2.47481 -4.01281 3.58383 0.1 0.0 0.0 -0.210
C 1.55152 -5.03613 3.71513 0.0 -0.1 -0.1 -0.204
C 0.19601 -4.76222 3.64774 -0.1 -0.1 0.0 -0.200
C -0.23986 -3.46170 3.46763 0.1 0.1 0.0 -0.196
N -2.41850 0.72266 0.83405 -0.6 0.4 0.6 -0.299
N -1.86265 -0.03729 -0.15172 -0.9 -0.9 0.3 -0.505
C -2.85766 -0.80446 -0.66490 -0.8 -0.3 0.2 0.204
C -4.03339 -0.53803 0.01462 0.7 0.0 -0.2 -0.303
C -3.71878 0.42882 0.96305 0.2 -0.2 -0.4 0.307
C -4.65566 1.02182 1.94241 0.1 0.2 0.2 -0.661
C -2.74958 -1.80348 -1.74225 -0.1 -0.2 -0.2 -0.042
C -3.04050 -1.45797 -3.06014 -0.1 -0.1 0.0 -0.181
C -3.00217 -2.42115 -4.05341 -0.1 0.1 0.0 -0.192
C -2.74245 -3.74294 -3.73134 0.0 -0.1 0.0 -0.184
C -2.54045 -4.10766 -2.41120 0.0 0.0 0.0 -0.201
C -2.53698 -3.14232 -1.41652 -0.2 0.2 -0.1 -0.231
C 1.87287 3.55042 -1.31328 0.3 0.1 -0.2 -0.116
C 3.14628 3.07592 -1.00302 -0.1 0.3 0.1 -0.228
C 4.19387 3.26538 -1.89523 0.0 0.1 0.1 -0.223
C 3.97646 3.91935 -3.09868 0.0 0.0 0.1 -0.190
C 2.71796 4.42203 -3.39300 0.1 0.1 0.0 -0.208
C 1.67837 4.26572 -2.49442 0.1 -0.1 0.1 -0.107
H -1.41119 5.84413 1.93429 0.0 0.0 0.0 0.251
H -2.67648 4.60947 1.87644 -0.1 0.0 0.0 0.250
H -1.40806 4.52411 3.10039 -0.1 0.0 0.1 0.253
H 0.47427 5.55910 0.17782 0.1 0.2 0.0 0.260
H -2.39407 2.26498 2.43306 -0.2 0.2 0.1 -0.007
H 0.44374 -0.43065 5.41763 0.0 0.0 0.2 0.243
H -0.67940 1.94958 5.81145 0.0 0.1 0.1 0.249
H -0.20031 2.99467 4.47283 0.0 0.1 0.0 0.222
H -1.87472 2.43845 4.61030 -0.1 0.1 0.0 0.227
H 2.75818 -1.90301 3.34300 0.1 0.1 0.0 0.210
H 3.53065 -4.22279 3.64810 0.1 -0.1 0.0 0.224
H 1.88284 -6.04629 3.88673 0.1 -0.2 0.0 0.230
H -0.51958 -5.56021 3.76903 -0.1 -0.1 0.0 0.228
H -1.29468 -3.23265 3.44389 -0.1 0.0 0.0 0.220
H -4.98708 -0.98964 -0.15559 -0.2 -0.1 -0.1 0.259
H -5.64783 0.60578 1.78532 0.0 0.0 0.0 0.251
H -4.34234 0.80647 2.96255 0.0 0.0 0.1 0.253
H -4.69857 2.10189 1.82167 -0.1 0.1 0.1 0.248
H -3.31552 -0.44135 -3.30659 0.0 -0.1 0.0 0.210
H -3.20845 -2.14615 -5.07624 0.0 0.0 -0.1 0.230
H -2.73277 -4.49422 -4.50651 0.0 -0.1 -0.1 0.235
H -2.39786 -5.14617 -2.15076 0.0 -0.1 0.0 0.232
H -2.41716 -3.42225 -0.37858 0.0 0.0 0.1 0.225
H 3.31973 2.63204 -0.03109 0.0 -0.1 0.1 0.224
H 5.18679 2.92234 -1.64523 0.1 0.0 0.1 0.230
H 4.79327 4.06857 -3.78763 0.1 0.0 -0.1 0.237
H 2.55051 4.96483 -4.31080 0.0 0.0 -0.1 0.238
H 0.71282 4.69322 -2.71128 -0.1 0.0 0.0 0.228
C 3.62989 -0.16554 -1.35476 -0.2 0.4 -0.2 -0.583
C 3.01545 -1.20920 -0.44382 -1.0 0.1 -0.1 -0.546
S 1.40130 -0.77311 0.42225 0.5 -0.3 -0.5 0.375
C 0.60294 -2.41449 0.27412 0.1 0.1 0.1 -0.553
C 0.62077 -3.09643 -1.08476 -0.1 0.3 -0.4 -0.538
S 0.26258 -1.96494 -2.48735 0.4 -0.6 0.3 0.285
C 1.85364 -1.99006 -3.44285 -0.5 0.1 0.4 -0.521
C 2.26929 -0.59991 -3.88279 -0.1 0.2 0.3 -0.586
S 2.58152 0.69792 -2.61481 0.9 -1.5 -0.4 1.340
H 4.46250 -0.59737 -1.91054 0.1 0.1 -0.1 0.265
H 4.01519 0.65950 -0.75847 0.0 0.1 -0.2 0.262
H 3.71123 -1.38328 0.37837 0.0 0.1 0.0 0.263
H 2.86833 -2.15220 -0.94875 0.1 -0.1 -0.1 0.222
H -0.41512 -2.19538 0.59887 0.1 -0.1 0.0 0.273
H 1.06922 -3.06333 1.01871 -0.1 0.0 -0.1 0.276
H -0.18912 -3.82625 -1.10511 0.2 0.0 0.1 0.269
H 1.54108 -3.64421 -1.27841 0.0 0.1 -0.1 0.232
H 1.65022 -2.59258 -4.33154 0.1 0.1 0.0 0.262
H 2.63396 -2.48843 -2.87185 -0.1 0.0 0.0 0.227
H 1.48567 -0.15938 -4.50393 0.1 0.2 0.0 0.265
H 3.19307 -0.63177 -4.46286 0.0 0.1 0.0 0.268
O -0.38899 2.62705 -3.25331 0.0 0.5 -0.7 -0.765
Cl -1.58991 1.90191 -2.95368 -0.9 1.6 -1.9 1.980
O -1.12728 0.47761 -2.79581 0.0 -1.0 -0.4 -0.866
O -1.94251 2.20686 -1.55317 -0.1 0.1 0.8 -0.825
O 1.24677 0.83686 -1.90041 0.5 0.8 -0.4 -0.981
```
Forces are in eV/Å.

Properties
E_HOMO: -0.486 Ha
Max |F|: 2.674 eV/A
Energy relative to the best compared isomer or geometry (same formula, charge and spin): 20.4 kcal/mol
Total charge: +2



4.
A structure of composition CHLiLuO2 in a non-equilibrium geometry. Source: the Open Molecules 2025 dataset; level of theory: ωB97M-V with the def2-TZVPD basis set.

```
6
Properties=species:S:1:pos:R:3:forces:R:3:nbo_charge:R:1
O -1.46609 -1.51957 0.99272 3.1 2.9 0.2 -1.577
C 1.66357 1.50633 -1.05785 0.6 1.0 -0.8 0.160
O 1.42016 0.54445 -0.26289 -1.9 -1.6 2.0 -0.947
Lu 0.02205 -0.13772 1.23171 -1.6 -2.1 -1.4 2.374
Li -2.42115 -2.62184 0.12041 -0.1 -0.1 0.0 0.986
H 0.78146 2.22835 -1.02411 -0.1 -0.1 0.0 0.003
```
Forces are in eV/Å.

Properties
E_HOMO (spin up / spin down): -0.390 / -0.390 Ha
Max |F|: 4.268 eV/A
Energy relative to the best compared isomer or geometry (same formula, charge and spin): 0.0 kcal/mol
Total charge: +1



5.
The ion C3H7N2 with charge +1 in a non-equilibrium geometry. Source: the Open Molecules 2025 dataset; level of theory: ωB97M-V with the def2-TZVPD basis set.

```
12
Properties=species:S:1:pos:R:3:forces:R:3:nbo_charge:R:1
C 1.79353 0.72088 0.06848 0.9 1.4 0.7 0.250
C -0.54830 0.55196 0.27326 1.8 1.0 1.2 0.378
C -1.91733 0.15632 -0.00867 -0.2 1.4 -1.3 -0.755
N 0.59228 0.01176 -0.06952 -1.6 0.0 -1.2 -0.551
N 2.80247 -0.08531 -0.10904 0.3 1.2 1.6 -0.724
H -0.32042 1.48871 0.89122 -0.7 -1.2 -0.9 0.259
H -2.26263 -0.82704 0.13156 0.1 -1.6 1.3 0.303
H -2.07670 0.08466 -1.12400 0.2 1.0 0.6 0.309
H -2.53878 0.90333 0.50672 -0.2 -0.6 -0.7 0.281
H 0.63315 -0.72878 -0.75906 -0.5 -0.8 0.0 0.410
H 3.69295 0.31768 0.27123 -0.9 -1.0 -1.0 0.454
H 2.57591 -1.05806 0.01880 1.0 -0.8 -0.3 0.387
```
Forces are in eV/Å.

Properties
E_HOMO: -0.518 Ha
Max |F|: 2.355 eV/A
Energy relative to the best compared isomer or geometry (same formula, charge and spin): 52.5 kcal/mol
Total charge: +1



6.
A cluster of 3 separate species, C2H8IN4O2 in total in a non-equilibrium geometry. Source: the Open Molecules 2025 dataset; level of theory: ωB97M-V with the def2-TZVPD basis set.

```
17
Properties=species:S:1:pos:R:3:forces:R:3:nbo_charge:R:1
I -0.27007 -0.23839 0.17213 -0.1 0.0 -0.1 0.019
C -0.48632 -0.27413 -4.57272 -0.5 -0.3 -1.0 0.748
O -0.22658 -0.51822 -5.70803 0.9 -0.5 -2.8 -0.651
N -0.72824 0.93550 -4.11997 -0.2 3.5 1.1 -0.832
N -0.71197 -1.19277 -3.66307 -0.3 -2.8 3.3 -0.837
H -0.62218 1.72567 -4.74004 0.0 -0.3 0.3 0.410
H -0.99580 1.07960 -3.15678 0.0 0.2 -0.4 0.380
H -0.68791 -2.18711 -3.83858 0.2 0.5 -0.4 0.408
H -0.66761 -0.91892 -2.69193 -0.2 -0.3 -0.2 0.369
C 0.79015 0.39072 4.50094 1.8 1.7 2.9 0.749
O 1.16697 0.71428 5.64968 -0.3 -0.5 -1.7 -0.679
N -0.16822 -0.47355 4.30432 -2.9 -3.2 0.8 -0.839
N 1.31339 0.86265 3.38715 1.5 1.5 -2.0 -0.831
H -0.24235 -1.11576 5.08031 -0.5 0.2 -0.1 0.406
H -0.62565 -0.76453 3.45215 0.6 0.3 0.0 0.390
H 1.06003 0.48588 2.48495 0.2 0.2 0.3 0.382
H 2.10236 1.48908 3.45948 -0.3 -0.1 -0.1 0.409
```
Forces are in eV/Å.

Properties
Spin multiplicity: 2
E_HOMO (spin up / spin down): -0.360 / -0.360 Ha
Max |F|: 4.428 eV/A
Energy relative to the best compared isomer or geometry (same formula, charge and spin): 0.0 kcal/mol
Total charge: 0